9 unconnected molecules or ions with the total composition C31H70N9O12P, computed with ωB97M-V with the def2-TZVPD basis set.

XYZ file:
```
123
Properties=species:S:1:pos:R:3:mulliken_charge:R:1
C 5.335 -2.187 1.513 -0.69
C 4.046 -1.298 2.026 -0.12
P 3.090 -0.443 0.560 0.00
C 3.360 1.427 0.873 -0.94
N 1.399 -0.947 0.805 0.34
C 0.398 0.104 0.379 -0.30
O -0.340 0.517 1.596 -0.30
C -1.095 -0.686 2.063 0.62
C -2.542 -1.170 1.382 -0.83
O -0.644 -1.502 3.055 -0.49
C 1.189 -2.114 -0.140 0.36
O 1.407 -1.960 -1.468 -0.49
O 0.755 -3.411 0.470 -0.47
H 5.687 -2.819 2.461 0.23
H 6.194 -1.450 1.208 0.20
H 5.045 -2.944 0.640 0.15
H 4.310 -0.529 2.890 0.25
H 3.294 -2.080 2.523 0.22
H 3.137 1.987 -0.147 0.29
H 2.774 1.859 1.790 0.23
H 4.532 1.565 1.049 0.39
H -0.396 -0.457 -0.314 0.26
H 0.841 0.990 -0.243 0.03
H -2.776 -0.587 0.381 0.26
H -3.406 -0.928 2.158 0.31
H -2.552 -2.326 1.138 0.25
H 1.565 -3.979 0.686 0.35
C 4.169 -0.120 7.976 -0.88
N 4.325 -0.254 6.547 -0.16
C 5.279 -0.947 5.862 0.73
C 6.324 -1.683 6.653 -1.36
O 5.264 -0.956 4.633 -0.56
H 3.183 -0.506 8.246 0.29
H 4.220 0.942 8.224 0.29
H 4.937 -0.661 8.531 0.34
H 3.658 0.214 5.944 0.22
H 7.013 -2.187 5.968 0.27
H 6.897 -0.979 7.263 0.37
H 5.852 -2.440 7.286 0.37
C -1.670 6.119 0.794 -0.83
N -0.447 5.354 0.801 -0.08
C -0.005 4.475 1.746 0.71
C -0.870 4.240 2.953 -1.26
O 1.072 3.904 1.593 -0.64
H -2.233 5.849 -0.103 0.29
H -1.407 7.179 0.747 0.29
H -2.283 5.934 1.677 0.27
H 0.191 5.458 0.020 0.21
H -0.384 3.516 3.615 0.28
H -1.005 5.175 3.505 0.41
H -1.837 3.834 2.647 0.36
C 1.025 1.557 -3.664 -0.59
N 0.303 2.791 -3.468 -0.11
C -0.914 3.148 -3.970 0.80
C -1.634 2.161 -4.846 -1.24
O -1.387 4.249 -3.700 -0.66
H 1.194 1.104 -2.684 0.02
H 1.989 1.797 -4.119 0.30
H 0.486 0.855 -4.302 0.33
H 0.724 3.508 -2.888 0.19
H -2.589 2.588 -5.168 0.27
H -1.036 1.942 -5.734 0.38
H -1.838 1.243 -4.287 0.31
C 9.725 -6.700 1.479 -0.85
N 9.003 -5.466 1.675 -0.18
C 7.786 -5.109 1.173 0.72
C 7.066 -6.096 0.297 -1.23
O 7.313 -4.008 1.443 -0.55
H 9.894 -7.153 2.459 0.28
H 10.689 -6.460 1.024 0.28
H 9.186 -7.402 0.841 0.33
H 9.424 -4.749 2.255 0.24
H 6.111 -5.669 -0.025 0.22
H 7.664 -6.315 -0.591 0.37
H 6.862 -7.014 0.856 0.36
C -0.852 -4.069 -2.442 -0.55
N -2.157 -3.941 -3.045 -0.09
C -3.106 -4.905 -3.219 0.76
C -2.798 -6.296 -2.737 -1.08
O -4.173 -4.621 -3.757 -0.69
H -0.802 -3.381 -1.594 0.02
H -0.106 -3.778 -3.185 0.27
H -0.649 -5.085 -2.099 0.27
H -2.439 -3.033 -3.395 0.16
H -3.649 -6.951 -2.946 0.20
H -1.923 -6.689 -3.262 0.34
H -2.625 -6.289 -1.658 0.33
C -2.142 6.825 -5.157 -0.70
N -2.864 8.059 -4.961 -0.12
C -4.081 8.416 -5.463 0.74
C -4.801 7.429 -6.339 -1.16
O -4.554 9.517 -5.193 -0.67
H -1.973 6.372 -4.177 0.29
H -1.178 7.065 -5.612 0.26
H -2.681 6.123 -5.795 0.24
H -2.443 8.776 -4.381 0.22
H -5.756 7.856 -6.661 0.28
H -4.203 7.210 -7.228 0.33
H -5.005 6.511 -5.781 0.32
C -4.620 9.836 3.274 -0.87
N -3.396 9.071 3.281 -0.14
C -2.954 8.192 4.226 0.82
C -3.819 7.958 5.433 -1.32
O -1.877 7.621 4.073 -0.64
H -5.182 9.566 2.377 0.29
H -4.356 10.896 3.227 0.29
H -5.232 9.651 4.157 0.33
H -2.758 9.175 2.500 0.22
H -3.334 7.233 6.094 0.30
H -3.954 8.892 5.985 0.36
H -4.787 7.551 5.127 0.35
C -7.320 -8.772 -4.721 -0.79
N -6.096 -9.537 -4.713 -0.19
C -5.654 -10.416 -3.769 0.82
C -6.519 -10.651 -2.562 -1.21
O -4.577 -10.987 -3.922 -0.66
H -7.882 -9.042 -5.618 0.27
H -7.056 -7.713 -4.768 0.27
H -7.932 -8.957 -3.837 0.31
H -5.458 -9.433 -5.495 0.22
H -6.034 -11.375 -1.900 0.28
H -6.654 -9.716 -2.010 0.34
H -7.487 -11.057 -2.867 0.35
```

Summary:
Lowest unoccupied orbital energy, Eh: 0.00427
HOMO-LUMO gap, eV: 7.5
Calculated total energy, Eh: -2960.091189
HOMO, Eh: -0.2720